[1]
38
Properties=species:S:1:pos:R:3:lowdin_charge:R:1 method="wB97M-V/def2-TZVPD" lumo_energy_ev=-13.638 charge=+2 molar_mass_g_mol=582.34 e_homo_ev=-15.505 homo_lumo_gap_ha=0.06859
O 3.4358 -2.7282 0.8690 0.331
C 2.6356 -1.9935 0.4625 -0.546
N 1.2771 -2.4205 0.5167 0.194
C 0.6592 -2.6047 -0.8175 -0.104
C -0.3680 -1.5028 -1.2019 -0.006
C -1.7683 -1.6665 -0.4699 -0.453
F -2.6645 -1.9042 -1.4472 0.129
F -1.6178 -2.7156 0.3485 0.150
C -2.0330 -0.3478 0.2908 -0.466
F -1.9963 0.6448 -0.6098 0.129
F -1.0659 -0.0738 1.1379 0.171
S -3.6729 -0.1958 1.2091 0.874
F -3.3010 1.3053 1.5836 -0.092
F -4.4040 0.4206 -0.2412 -0.357
F -4.1316 -1.6731 0.8747 -0.100
F -3.0023 -0.7465 2.5250 -0.076
F -5.0363 0.0203 1.9389 -0.058
O 3.0292 -0.7875 0.0001 0.082
C 2.4488 0.2835 0.7923 -0.142
C 3.0523 1.6648 0.4017 -0.119
C 2.3845 2.1340 -0.9189 -0.148
C 1.1724 3.0809 -0.6693 -0.220
O 0.5244 2.7726 0.5662 -0.058
H 0.7113 -1.8247 1.1250 0.142
H 0.2776 -3.6326 -0.9456 0.155
H 1.4883 -2.5167 -1.5462 0.151
H 0.1034 -0.5302 -0.9970 0.110
H -0.5166 -1.5766 -2.2935 0.155
H 2.5028 0.0962 1.8840 0.160
H 1.3686 0.3513 0.5432 0.091
H 4.1317 1.4969 0.2704 0.133
H 2.8087 2.3297 1.2406 0.127
H 3.1296 2.6774 -1.5216 0.128
H 2.0047 1.3044 -1.5412 0.108
H 1.4875 4.1411 -0.6848 0.138
H 0.4425 2.9187 -1.4919 0.124
H -0.0487 3.5283 0.7674 0.112
Pt -5.4485 0.2702 -1.9501 1.052


[2]
11
Properties=species:S:1:pos:R:3:lowdin_charge:R:1 method="wB97M-V/def2-TZVPD" lumo_energy_ev="-1.462 / -1.186" charge=0 molar_mass_g_mol=96.09 de_lowest_kcal_mol=128.1 e_homo_ev="-9.788 / -9.058" homo_lumo_gap_ha="0.30596 / 0.28929"
N -1.2657 2.3593 -1.1768 0.161
C -0.8977 1.2623 -1.1051 -0.173
C -0.4354 -0.1124 -1.0102 -0.291
O 0.7977 -0.3676 -0.9336 -0.068
C 1.4628 -0.4747 0.7539 0.043
C 0.1940 -0.4251 1.4841 -0.361
N 0.4919 -0.5296 2.6489 0.216
H -1.1632 -0.8967 -1.2366 0.130
H -0.7645 -0.2784 0.8233 0.121
H 1.9829 -1.4264 0.7085 0.110
H 2.0977 0.4046 0.8086 0.112


[3]
121
Properties=species:S:1:pos:R:3:lowdin_charge:R:1 method="wB97M-V/def2-TZVPD" lumo_energy_ev="1.997 / 1.756" spin_multiplicity=3 charge=-1 molar_mass_g_mol=738.78 e_homo_ev="-3.470 / -3.470" homo_lumo_gap_ha="0.20090 / 0.19206"
C 0.2329 1.1865 -5.1069 -0.086
C 1.5173 1.8035 -4.5050 -0.310
O 1.6458 1.3010 -3.2007 -0.174
C 2.6066 2.0774 -2.4108 -0.213
C 2.2178 1.9251 -0.9450 -0.182
P 2.5087 3.3306 0.3353 0.702
C 2.8960 4.6730 1.6953 -0.292
N 2.1858 5.9634 1.5818 -0.146
C 3.0274 7.1616 1.6941 -0.155
C 3.2977 4.5633 -0.9221 -0.197
C 2.2820 5.5265 -1.6131 -0.343
C 2.7199 5.9949 -3.0483 -0.017
O 1.5800 5.0221 -2.7112 -0.158
N 1.8844 2.2964 1.7095 -0.030
C 1.5049 1.1056 1.6912 -0.465
C 0.0743 0.5848 1.3964 -0.054
C 2.3942 -0.1151 2.0684 -0.047
O 0.8999 4.0679 -0.0595 -0.139
C -0.1431 4.0760 0.7191 -0.522
O -0.2903 4.2632 1.9181 0.067
C -1.4658 4.1582 -0.1003 -0.107
C -2.4992 3.2423 -0.0593 -0.026
C -3.5958 3.4397 -0.8869 -0.098
C -3.6880 4.5441 -1.7001 -0.117
C -2.6587 5.4828 -1.7405 -0.087
C -1.5662 5.2682 -0.9247 -0.039
B 4.3066 2.6194 0.6840 -0.645
N 4.9270 2.3882 1.9897 0.119
O 5.1416 2.2369 -0.3848 0.056
H -0.5864 1.5543 -4.4726 0.075
H 0.0455 1.6356 -6.0943 0.065
H 0.2632 0.0945 -5.1378 0.065
H 2.3851 1.4777 -5.1110 0.114
H 1.3595 2.8934 -4.5448 0.113
H 3.5716 1.5782 -2.6240 0.119
H 2.6647 3.0507 -2.8977 0.077
H 1.1347 1.7258 -0.9602 0.092
H 2.7772 1.0339 -0.6268 0.080
H 3.9761 4.8886 1.7607 0.063
H 2.6585 4.2544 2.6917 0.077
H 1.4666 6.0585 2.2833 0.079
H 2.4773 7.8957 2.3093 0.068
H 3.9893 7.0016 2.2069 0.066
H 3.1469 7.6328 0.7045 0.060
H 3.9820 4.2022 -1.6957 0.078
H 3.8855 5.3469 -0.4086 0.084
H 1.7977 6.2814 -0.9901 0.113
H 3.2921 5.2968 -3.6621 0.089
H 2.0454 6.6931 -3.5470 0.085
H -0.2400 0.0986 2.3389 0.079
H 0.0705 -0.2091 0.6391 0.070
H -0.6329 1.3964 1.2171 0.045
H 1.8930 -0.7548 2.8070 0.062
H 2.4605 -0.6970 1.1332 0.069
H 3.3964 0.1806 2.3876 0.056
H -2.4609 2.3822 0.6037 0.096
H -4.4272 2.7379 -0.9402 0.085
H -4.5516 4.7220 -2.3420 0.093
H -2.6778 6.3699 -2.3691 0.097
H -0.7559 5.9965 -0.9627 0.116
H 5.7833 2.9126 2.1267 0.063
H 4.2867 2.4947 2.7661 0.047
H 5.9060 1.7643 -0.0310 0.077
C 1.5988 -7.3723 2.1001 -0.027
C 1.3665 -5.8651 1.8130 -0.477
C 0.5924 -5.6660 0.4995 -0.143
C 1.4349 -5.8014 -0.7633 -0.177
C 2.6621 -4.9009 -0.6716 -0.135
C 3.4959 -5.1800 0.5813 -0.492
N 2.6740 -5.1421 1.8326 -0.068
O 2.4421 -3.8926 2.1174 -0.012
C 4.1891 -6.5484 0.4091 -0.051
C 4.6540 -4.1820 0.6445 -0.040
C 0.4321 -5.4193 2.9420 -0.053
H 2.5998 -7.7223 1.8674 0.052
H 1.4697 -7.5929 3.1613 0.078
H 0.8960 -7.9980 1.5470 0.086
H 0.1458 -4.6655 0.4945 0.120
H -0.2460 -6.3650 0.4554 0.118
H 1.7202 -6.8457 -0.9226 0.104
H 0.8375 -5.5136 -1.6316 0.114
H 3.2792 -5.0339 -1.5632 0.125
H 2.3369 -3.8557 -0.6792 0.129
H 4.7241 -6.8329 1.3175 0.091
H 4.9199 -6.5013 -0.3991 0.084
H 3.5069 -7.3536 0.1416 0.060
H 4.3146 -3.1471 0.6372 0.079
H 5.3042 -4.3064 -0.2220 0.086
H 5.2590 -4.3395 1.5398 0.092
H 0.9329 -5.4587 3.9108 0.090
H -0.4341 -6.0824 2.9841 0.089
H 0.0549 -4.4074 2.7956 0.077
C -7.0305 -1.2345 1.6372 -0.025
C -6.5074 -0.9509 0.2042 -0.477
C -6.7386 -2.1600 -0.7170 -0.145
C -5.7318 -3.2918 -0.5463 -0.180
C -4.3108 -2.7472 -0.6486 -0.138
C -4.0471 -1.6183 0.3504 -0.484
N -5.0751 -0.5325 0.2659 -0.058
O -4.8143 0.1826 -0.7917 -0.019
C -3.9915 -2.2267 1.7677 -0.043
C -2.6372 -1.0697 0.1280 -0.044
C -7.4242 0.1666 -0.3030 -0.054
H -6.2548 -1.4839 2.3543 0.053
H -7.5202 -0.3538 2.0564 0.079
H -7.7575 -2.0489 1.6441 0.085
H -6.6930 -1.8297 -1.7606 0.122
H -7.7499 -2.5466 -0.5724 0.117
H -5.8914 -3.8051 0.4064 0.104
H -5.8913 -4.0410 -1.3261 0.110
H -3.5969 -3.5583 -0.4859 0.122
H -4.1396 -2.3904 -1.6695 0.127
H -3.8959 -1.4459 2.5245 0.095
H -3.1241 -2.8812 1.8628 0.082
H -4.8543 -2.8445 2.0130 0.060
H -2.4801 -0.7168 -0.8907 0.092
H -1.8972 -1.8507 0.3082 0.083
H -2.4233 -0.2479 0.8120 0.070
H -7.2677 1.0917 0.2541 0.091
H -8.4674 -0.1296 -0.1769 0.089
H -7.2766 0.3785 -1.3617 0.078


[4]
14
Properties=species:S:1:pos:R:3:lowdin_charge:R:1 method="wB97M-V/def2-TZVPD" lumo_energy_ev="-5.977 / -5.977" charge=+1 molar_mass_g_mol=99.11 de_lowest_kcal_mol=93.9 e_homo_ev="-15.660 / -15.660" homo_lumo_gap_ha="0.35585 / 0.35583" smiles="CN1CC=C[N+]1=O"
C 1.8875 0.2835 -0.2663 0.064
C 1.5966 -0.5108 -1.3107 0.059
C 0.6456 0.5629 0.4633 -0.057
C -1.7576 -0.1050 -0.1177 0.019
N -0.3851 -0.0305 -0.3943 -0.076
N 0.2260 -0.7693 -1.2821 -0.166
O -0.3786 -1.4295 -2.1558 0.137
H 2.8686 0.7547 -0.0673 0.157
H 2.0829 -0.9279 -2.1794 0.158
H 0.4831 -0.0121 1.4690 0.208
H 0.5389 1.5581 0.6762 0.121
H -1.8951 0.5369 0.7524 0.112
H -2.3902 0.4079 -0.9303 0.152
H -2.0960 -1.1129 0.0300 0.110


[5]
20
Properties=species:S:1:pos:R:3:lowdin_charge:R:1 method="wB97M-V/def2-TZVPD" lumo_energy_ev=0.852 charge=0 molar_mass_g_mol=116.16 de_lowest_kcal_mol=68.7 e_homo_ev=-8.879 homo_lumo_gap_ha=0.35760 smiles="CC(=O)N[C@H](C)CN"
C -0.2684 0.9752 -2.9024 0.005
C -0.0013 -0.0265 -1.7173 -0.546
N 0.2098 0.6022 -0.4773 0.073
C -1.3578 0.4980 1.5082 -0.097
C -0.2676 -0.3479 0.7515 -0.291
C 0.9625 -0.4802 1.5988 -0.278
N 1.7201 -1.7563 1.3877 -0.022
O -0.3310 -1.1394 -1.9141 0.059
H -0.8381 1.7931 -2.5757 0.045
H 0.6334 1.3606 -3.2350 0.045
H -0.9394 0.3856 -3.5568 0.095
H 0.2128 1.6241 -0.5014 0.125
H -1.3903 0.2174 2.5850 0.059
H -1.5134 1.6240 1.5243 0.081
H -2.4009 0.0950 1.0798 0.106
H -0.8496 -1.3020 0.3047 0.180
H 0.6388 -0.5877 2.7312 0.135
H 1.6178 0.3571 1.3503 0.102
H 1.4859 -2.0930 0.4097 0.085
H 2.6767 -1.7994 1.6490 0.039